[1]
{
  "formula": "C21H20N6O3",
  "method": "ωB97M-V/def2-TZVPD",
  "symbols": ["C", "O", "C", "C", "N", "N", "C", "C", "C", "C", "C", "N", "C", "C", "C", "N", "C", "O", "C", "C", "C", "N", "C", "N", "C", "O", "C", "C", "C", "C", "H", "H", "H", "H", "H", "H", "H", "H", "H", "H", "H", "H", "H", "H", "H", "H", "H", "H", "H", "H"],
  "positions_angstrom": [[3.880, -7.135, 0.437], [2.859, -6.648, -0.325], [2.557, -5.228, -0.234], [3.436, -4.258, -1.123], [2.742, -2.922, -1.100], [1.711, -2.453, -1.911], [1.323, -1.350, -1.399], [2.059, -0.969, -0.235], [1.871, -0.048, 0.759], [0.771, 0.952, 0.638], [-0.149, 1.023, 1.750], [-1.239, 1.747, 1.781], [-1.496, 2.645, 0.792], [-0.627, 2.609, -0.459], [0.408, 1.681, -0.521], [-0.909, 3.494, -1.543], [-2.084, 4.188, -1.567], [-2.272, 4.921, -2.447], [-3.107, 3.862, -0.446], [-4.138, 4.927, -0.153], [-5.361, 4.376, 0.537], [-5.387, 3.162, -0.249], [-6.425, 2.294, -0.030], [-7.180, 1.496, 0.269], [-4.118, 2.734, -0.910], [-2.565, 3.524, 0.875], [2.769, 0.046, 1.780], [3.740, -0.884, 1.915], [3.653, -2.083, 1.131], [2.882, -2.042, 0.029], [3.826, -7.031, 1.517], [4.847, -6.721, 0.164], [3.884, -8.175, 0.513], [1.497, -5.054, -0.625], [2.575, -4.955, 0.786], [4.429, -4.068, -0.644], [3.631, -4.570, -2.177], [0.576, -0.822, -1.942], [-0.108, 0.295, 2.544], [1.138, 1.690, -1.241], [-0.133, 3.854, -2.054], [-4.371, 5.388, -1.072], [-3.623, 5.636, 0.543], [-6.208, 5.081, 0.376], [-5.222, 4.149, 1.599], [-4.251, 2.774, -2.024], [-3.680, 1.718, -0.730], [2.857, 0.986, 2.349], [4.575, -0.858, 2.616], [4.154, -2.976, 1.461]],
  "orbital_gap_ha": 0.305,
  "max_force_ev_per_a": 4.848,
  "smiles": "COCCn1ncc2c(-c3cnc4c(c3)NC(=O)[C@]3(CCN(C#N)C3)O4)cccc21",
  "relative_energy_ev": 6.265,
  "charge": 0,
  "e_tot_ev": -37180.7112,
  "lumo_energy_ev": -0.008
}

=====

[2]
{
  "formula": "C21H21Cl2N3O2",
  "method": "ωB97M-V/def2-TZVPD",
  "symbols": ["O", "C", "C", "C", "N", "C", "C", "C", "N", "C", "C", "C", "O", "C", "C", "Cl", "C", "C", "Cl", "C", "C", "N", "C", "C", "C", "C", "C", "C", "H", "H", "H", "H", "H", "H", "H", "H", "H", "H", "H", "H", "H", "H", "H", "H", "H", "H", "H", "H", "H"],
  "positions_angstrom": [[-0.414, -2.893, -1.173], [-0.500, -2.936, 0.012], [-1.175, -1.831, 0.647], [-1.011, -1.689, 2.026], [-1.552, -0.571, 2.591], [-0.716, 0.523, 3.087], [-1.017, 1.918, 2.455], [-1.085, 1.959, 0.899], [0.127, 1.558, 0.082], [-0.039, 1.324, -1.446], [1.303, 0.741, -1.940], [2.441, 1.783, -1.946], [2.180, 2.926, -2.742], [0.830, 3.266, -2.868], [0.539, 4.220, -3.753], [1.697, 5.063, -4.561], [-0.729, 4.633, -4.011], [-1.778, 4.093, -3.274], [-3.395, 4.880, -3.464], [-1.532, 2.995, -2.405], [-0.231, 2.543, -2.236], [-0.132, -2.388, 2.844], [0.371, -3.536, 2.204], [0.979, -4.512, 2.970], [1.696, -5.592, 2.385], [1.639, -5.813, 1.033], [0.799, -4.981, 0.267], [0.286, -3.799, 0.824], [-1.844, -1.293, 0.045], [-2.361, -0.294, 2.090], [-0.718, 0.524, 4.210], [0.315, 0.309, 2.915], [-1.993, 2.140, 2.961], [-0.309, 2.690, 2.707], [-1.530, 2.872, 0.550], [-1.850, 1.170, 0.701], [0.575, 0.826, 0.526], [-0.892, 0.644, -1.556], [1.677, -0.065, -1.238], [1.144, 0.309, -2.984], [2.644, 2.270, -0.970], [3.198, 1.213, -2.385], [-0.974, 5.472, -4.700], [-2.343, 2.500, -1.822], [-0.427, -2.519, 3.814], [0.976, -4.476, 3.998], [2.249, -6.383, 2.924], [2.127, -6.653, 0.584], [0.758, -5.141, -0.877]],
  "orbital_gap_ha": 0.327,
  "max_force_ev_per_a": 4.475,
  "smiles": "O=c1cc(NCCCN[C@@H]2CCOc3c(Cl)cc(Cl)cc32)[nH]c2ccccc12",
  "relative_energy_ev": 0.000,
  "charge": 0,
  "e_tot_ev": -55725.6928,
  "lumo_energy_ev": 0.453
}

=====

[3]
{
  "formula": "C21H21Cl6N3O6",
  "method": "ωB97M-V/def2-TZVPD",
  "symbols": ["O", "N", "O", "C", "C", "C", "C", "C", "C", "H", "H", "H", "H", "H", "O", "N", "O", "C", "C", "C", "C", "C", "C", "H", "H", "H", "H", "H", "O", "N", "O", "C", "C", "C", "C", "C", "C", "H", "H", "H", "H", "H", "Cl", "C", "Cl", "H", "H", "Cl", "C", "Cl", "H", "H", "Cl", "C", "Cl", "H", "H"],
  "positions_angstrom": [[2.743, 2.833, -3.101], [3.914, 2.807, -2.793], [4.646, 3.776, -2.808], [4.569, 1.586, -2.310], [4.026, 0.366, -2.716], [4.611, -0.867, -2.325], [5.632, -0.785, -1.384], [6.192, 0.448, -1.013], [5.647, 1.568, -1.470], [3.096, 0.449, -3.270], [4.221, -1.693, -2.810], [6.127, -1.705, -1.054], [7.166, 0.476, -0.550], [6.098, 2.581, -1.343], [1.949, -3.211, -1.835], [1.039, -2.378, -1.733], [1.093, -1.245, -2.119], [-0.240, -2.838, -1.131], [-1.362, -2.090, -1.239], [-2.517, -2.501, -0.607], [-2.386, -3.478, 0.353], [-1.190, -4.218, 0.579], [-0.132, -3.980, -0.312], [-1.355, -1.251, -1.864], [-3.477, -2.027, -0.867], [-3.304, -3.820, 0.837], [-1.175, -4.964, 1.326], [0.833, -4.475, -0.169], [-4.040, 3.056, -4.334], [-4.421, 3.650, -3.339], [-4.891, 4.782, -3.343], [-4.292, 2.956, -1.998], [-3.370, 1.907, -1.894], [-3.190, 1.316, -0.669], [-3.906, 1.696, 0.480], [-4.660, 2.901, 0.390], [-4.880, 3.536, -0.861], [-2.864, 1.605, -2.812], [-2.560, 0.472, -0.605], [-3.841, 1.129, 1.420], [-5.319, 3.183, 1.199], [-5.395, 4.457, -1.002], [-2.594, 2.467, 3.975], [-2.193, 1.055, 4.922], [-1.288, 1.551, 6.464], [-3.031, 0.458, 5.263], [-1.520, 0.478, 4.241], [-1.307, -3.441, 4.968], [-0.128, -2.569, 3.990], [1.515, -3.041, 4.362], [-0.214, -2.824, 2.914], [-0.233, -1.525, 4.211], [2.787, 1.538, 2.968], [2.518, 0.130, 1.921], [0.963, 0.258, 1.062], [3.344, 0.192, 1.236], [2.548, -0.737, 2.600]],
  "orbital_gap_ha": 0.335,
  "max_force_ev_per_a": 5.019,
  "smiles": "O=[N+]([O-])c1ccccc1.O=[N+]([O-])c1ccccc1.O=[N+]([O-])c1ccccc1.ClCCl.ClCCl.ClCCl",
  "relative_energy_ev": 0.561,
  "charge": 0,
  "e_tot_ev": -113997.7811,
  "lumo_energy_ev": -0.879
}

=====

[4]
{
  "formula": "C21H21ClN2O4",
  "method": "ωB97M-V/def2-TZVPD",
  "symbols": ["C", "O", "C", "C", "C", "Cl", "C", "C", "C", "O", "C", "C", "C", "C", "C", "O", "N", "C", "C", "C", "C", "C", "C", "C", "C", "C", "N", "O", "H", "H", "H", "H", "H", "H", "H", "H", "H", "H", "H", "H", "H", "H", "H", "H", "H", "H", "H", "H", "H"],
  "positions_angstrom": [[3.230, -4.601, 1.484], [2.823, -3.629, 0.551], [1.699, -3.858, -0.172], [0.915, -4.995, -0.080], [-0.217, -5.120, -0.877], [-1.176, -6.552, -0.741], [-0.580, -4.129, -1.761], [0.203, -2.986, -1.857], [1.336, -2.836, -1.079], [2.189, -1.768, -1.107], [1.906, -0.685, -1.950], [0.787, 0.187, -1.462], [0.468, 1.485, -1.746], [-0.685, 1.725, -0.959], [-1.407, 3.013, -0.804], [-1.068, 4.020, -1.392], [-2.460, 2.932, 0.042], [-2.991, 4.111, 0.682], [-2.371, 4.289, 2.086], [-2.831, 5.603, 2.712], [-0.871, 4.172, 1.950], [-0.249, 2.967, 2.256], [1.106, 2.791, 2.039], [1.861, 3.824, 1.513], [1.254, 5.031, 1.214], [-0.102, 5.202, 1.426], [-0.998, 0.651, -0.273], [-0.100, -0.302, -0.582], [3.460, -5.554, 0.997], [2.470, -4.761, 2.256], [4.133, -4.204, 1.944], [1.164, -5.791, 0.602], [-1.462, -4.233, -2.371], [-0.101, -2.216, -2.546], [1.694, -1.019, -2.977], [2.824, -0.088, -1.970], [0.957, 2.177, -2.396], [-2.580, 2.048, 0.516], [-4.079, 4.033, 0.752], [-2.728, 4.959, 0.046], [-2.722, 3.464, 2.716], [-2.592, 6.448, 2.073], [-3.908, 5.588, 2.865], [-2.346, 5.749, 3.675], [-0.832, 2.150, 2.660], [1.568, 1.843, 2.273], [2.918, 3.687, 1.334], [1.836, 5.840, 0.799], [-0.562, 6.142, 1.163]],
  "orbital_gap_ha": 0.329,
  "max_force_ev_per_a": 1.216,
  "smiles": "COc1cc(Cl)ccc1OCc1cc(C(=O)NC[C@H](C)c2ccccc2)no1",
  "relative_energy_ev": 2.565,
  "charge": 0,
  "e_tot_ev": -45809.1232,
  "lumo_energy_ev": 0.684
}

=====

[5]
{
  "formula": "C21H21ClN2OS2",
  "method": "ωB97M-V/def2-TZVPD",
  "symbols": ["Cl", "C", "S", "C", "C", "C", "C", "O", "C", "C", "C", "C", "C", "C", "C", "S", "C", "C", "N", "C", "C", "N", "C", "C", "C", "C", "C", "H", "H", "H", "H", "H", "H", "H", "H", "H", "H", "H", "H", "H", "H", "H", "H", "H", "H", "H", "H", "H"],
  "positions_angstrom": [[2.060, -3.839, 3.443], [1.382, -3.586, 1.857], [1.088, -5.034, 0.900], [0.567, -4.060, -0.432], [0.636, -2.696, -0.131], [1.155, -2.504, 1.180], [1.085, -1.112, 1.781], [2.005, -0.220, 1.262], [1.640, 1.195, 1.159], [0.394, 1.406, 0.372], [-0.966, 1.521, 0.907], [-2.077, 1.483, 0.055], [-1.841, 1.396, -1.374], [-0.559, 1.422, -1.894], [0.580, 1.529, -0.980], [2.242, 1.470, -1.320], [2.729, 1.886, 0.320], [4.221, 1.474, 0.594], [4.752, 1.919, 1.888], [5.511, 1.173, 2.780], [5.967, 2.030, 3.690], [5.306, 3.213, 3.667], [4.702, 3.163, 2.491], [-2.978, 1.023, -2.280], [-4.145, 0.504, -1.417], [-4.543, 1.618, -0.465], [-3.477, 1.676, 0.606], [0.147, -4.553, -1.270], [0.396, -1.884, -0.693], [0.018, -0.794, 1.635], [1.155, -1.069, 2.893], [1.516, 1.846, 2.126], [-1.131, 1.619, 2.021], [-0.326, 1.213, -2.923], [2.682, 2.934, 0.417], [4.895, 2.021, -0.113], [4.220, 0.353, 0.442], [5.793, 0.116, 2.809], [6.569, 1.681, 4.494], [4.171, 3.958, 2.043], [-2.644, 0.237, -3.011], [-3.289, 1.946, -2.837], [-4.966, 0.482, -2.087], [-4.052, -0.406, -0.832], [-4.482, 2.588, -0.983], [-5.544, 1.539, -0.012], [-3.505, 2.630, 1.213], [-3.660, 0.893, 1.412]],
  "orbital_gap_ha": 0.318,
  "max_force_ev_per_a": 4.708,
  "smiles": "Clc1sccc1CO[C@@H]1c2cc3c(cc2S[C@@H]1Cn1ccnc1)CCCC3",
  "relative_energy_ev": 1.775,
  "charge": 0,
  "e_tot_ev": -61336.0476,
  "lumo_energy_ev": 0.553
}

=====

[6]
{
  "formula": "C21H21CuN5O3P",
  "method": "ωB97M-V/def2-TZVPD",
  "symbols": ["Cu", "C", "C", "C", "C", "N", "C", "N", "C", "N", "C", "N", "C", "C", "C", "C", "C", "N", "C", "C", "C", "C", "C", "C", "H", "H", "H", "H", "H", "H", "H", "H", "H", "H", "H", "H", "C", "O", "P", "O", "C", "O", "C", "H", "H", "H", "H", "H", "H", "H", "H", "H"],
  "positions_angstrom": [[0.161, -1.192, -0.065], [0.343, -3.703, -3.562], [-0.428, -3.047, -4.518], [-0.980, -1.828, -4.206], [-0.782, -1.257, -2.933], [-0.011, -1.897, -2.025], [0.523, -3.081, -2.347], [-1.398, -0.041, -2.736], [-1.670, 0.476, -1.583], [-1.390, -0.025, -0.354], [-1.864, 0.803, 0.603], [-1.714, 0.722, 1.889], [-1.046, -0.290, 2.535], [-0.882, -0.119, 3.924], [-0.300, -1.104, 4.685], [0.113, -2.281, 4.064], [-0.059, -2.381, 2.700], [-0.588, -1.417, 1.936], [-2.575, 1.932, -0.048], [-3.304, 2.990, 0.455], [-3.899, 3.856, -0.459], [-3.753, 3.667, -1.829], [-3.011, 2.601, -2.332], [-2.440, 1.735, -1.423], [0.799, -4.663, -3.759], [-0.581, -3.484, -5.496], [-1.579, -1.280, -4.918], [1.135, -3.544, -1.582], [-1.243, 0.803, 4.357], [-0.192, -0.981, 5.755], [0.553, -3.093, 4.625], [0.229, -3.283, 2.171], [-3.402, 3.143, 1.521], [-4.491, 4.689, -0.101], [-4.230, 4.356, -2.514], [-2.888, 2.443, -3.395], [1.191, 2.351, 0.972], [1.877, 1.552, 0.013], [2.143, -0.032, 0.132], [2.935, 0.018, 1.566], [3.363, -1.181, 2.201], [3.336, -0.134, -0.939], [4.415, 0.810, -0.933], [1.787, 3.249, 1.131], [1.070, 1.834, 1.923], [0.214, 2.633, 0.585], [3.646, -0.914, 3.217], [4.229, -1.609, 1.688], [2.567, -1.923, 2.227], [4.146, 1.682, -1.527], [5.277, 0.314, -1.373], [4.650, 1.126, 0.083]],
  "orbital_gap_ha": 0.262,
  "max_force_ev_per_a": 0.774,
  "relative_energy_ev": 0.336,
  "charge": 0,
  "e_tot_ev": -89641.9351,
  "lumo_energy_ev": -0.307
}